Here is a 5-piece molecular cluster, C10H20O20S5 overall at a distorted geometry from the OMol25 dataset. Energies are from ωB97M-V/def2-TZVPD.

The molar mass comes out at 620.6 g/mol. The total energy is -105814.7186 eV. As for the relative energy (zero: lowest compared OMol25 entry of this formula, charge and spin): 120.8 kJ/mol. As for the charge: 0.

Each line ends with the Löwdin charge.
CARTESIAN COORDINATES (ANGSTROEM)
O: 4.131 -2.773 4.382  -0.214
S: 4.300 -1.675 3.492  0.664
O: 5.372 -0.735 3.629  -0.218
O: 4.224 -2.209 1.952  -0.207
C: 2.852 -2.448 1.609  -0.154
C: 2.160 -1.194 2.207  -0.184
O: 2.901 -0.838 3.351  -0.192
H: 2.865 -2.521 0.528  0.108
H: 2.426 -3.350 2.049  0.132
H: 1.114 -1.395 2.428  0.121
H: 2.164 -0.485 1.376  0.120
O: 0.591 -2.177 -1.021  -0.246
S: -0.489 -1.243 -1.239  0.660
O: -0.612 -0.557 -2.483  -0.203
O: -1.906 -1.816 -0.668  -0.198
C: -2.594 -0.808 0.095  -0.136
C: -1.489 -0.111 0.844  -0.174
O: -0.401 -0.158 -0.051  -0.210
H: -3.071 -0.127 -0.611  0.122
H: -3.304 -1.412 0.653  0.146
H: -1.217 -0.491 1.834  0.121
H: -1.714 0.941 1.037  0.119
O: -5.833 0.144 -1.123  -0.221
S: -5.636 -0.218 -2.491  0.621
O: -5.280 -1.566 -2.786  -0.220
O: -6.867 0.271 -3.399  -0.179
C: -6.456 0.618 -4.693  -0.172
C: -4.944 0.989 -4.598  -0.136
O: -4.569 0.731 -3.242  -0.208
H: -6.569 -0.192 -5.415  0.129
H: -7.008 1.470 -5.084  0.130
H: -4.776 2.058 -4.700  0.129
H: -4.315 0.391 -5.253  0.131
O: 3.014 -1.359 -4.067  -0.221
S: 4.078 -0.423 -3.870  0.629
O: 4.460 0.536 -4.854  -0.208
O: 3.838 0.345 -2.503  -0.202
C: 3.977 -0.549 -1.398  -0.154
C: 5.104 -1.489 -1.869  -0.148
O: 5.309 -1.303 -3.285  -0.192
H: 4.176 0.105 -0.554  0.136
H: 3.005 -1.041 -1.301  0.101
H: 4.947 -2.548 -1.678  0.129
H: 6.019 -1.249 -1.328  0.128
O: -2.053 4.911 3.299  -0.207
S: -1.196 3.811 3.031  0.657
O: -1.040 3.346 1.690  -0.227
O: 0.259 4.022 3.757  -0.185
C: 0.674 2.963 4.591  -0.160
C: -0.472 1.944 4.547  -0.169
O: -1.624 2.588 4.005  -0.196
H: 1.620 2.568 4.222  0.131
H: 0.870 3.277 5.617  0.131
H: -0.728 1.361 5.434  0.134
H: -0.285 1.068 3.909  0.110

***

Here is a 2-piece molecular cluster, C7H14O overall at a distorted geometry from the OMol25 dataset. Energies are from ωB97M-V/def2-TZVPD.

The molar mass comes out at 114.2 g/mol. The multiplicity is 2. The total energy is -9523.8331 eV. As for the relative energy (zero: lowest compared OMol25 entry of this formula, charge and spin): 60.0 kJ/mol. As for the charge: +1.

Each line ends with the Löwdin charge.
CARTESIAN COORDINATES (ANGSTROEM)
C: 1.353 -0.191 1.802  -0.050
C: 0.274 -0.873 0.938  -0.190
C: 0.281 -0.588 -0.524  -0.168
C: 0.115 0.693 -1.039  0.025
C: -0.009 1.844 -0.230  -0.101
C: 0.519 3.040 -0.631  0.172
C: 0.299 -1.799 -1.372  -0.002
H: 1.437 0.876 1.602  0.064
H: 2.328 -0.595 1.526  0.090
H: 1.175 -0.344 2.862  0.092
H: 0.272 -1.949 1.109  0.126
H: -0.676 -0.541 1.359  0.124
H: 0.125 0.853 -2.113  0.146
H: -0.621 1.804 0.664  0.134
H: 0.208 3.944 -0.112  0.096
H: 1.336 3.159 -1.330  0.101
H: -0.033 -1.555 -2.395  0.105
H: -0.451 -2.505 -1.071  0.101
H: 1.290 -2.201 -1.551  0.120
H: -3.270 -0.240 0.129  0.029
H: -2.625 -1.655 0.424  0.027
O: -3.327 -1.179 -0.046  -0.041

***

Copy entry 2 word for word.
Here is a 2-piece molecular cluster, C7H14O overall at a distorted geometry from the OMol25 dataset. Energies are from ωB97M-V/def2-TZVPD.

The molar mass comes out at 114.2 g/mol. The multiplicity is 2. The total energy is -9523.8331 eV. As for the relative energy (zero: lowest compared OMol25 entry of this formula, charge and spin): 60.0 kJ/mol. As for the charge: +1.

Each line ends with the Löwdin charge.
CARTESIAN COORDINATES (ANGSTROEM)
C: 1.353 -0.191 1.802  -0.050
C: 0.274 -0.873 0.938  -0.190
C: 0.281 -0.588 -0.524  -0.168
C: 0.115 0.693 -1.039  0.025
C: -0.009 1.844 -0.230  -0.101
C: 0.519 3.040 -0.631  0.172
C: 0.299 -1.799 -1.372  -0.002
H: 1.437 0.876 1.602  0.064
H: 2.328 -0.595 1.526  0.090
H: 1.175 -0.344 2.862  0.092
H: 0.272 -1.949 1.109  0.126
H: -0.676 -0.541 1.359  0.124
H: 0.125 0.853 -2.113  0.146
H: -0.621 1.804 0.664  0.134
H: 0.208 3.944 -0.112  0.096
H: 1.336 3.159 -1.330  0.101
H: -0.033 -1.555 -2.395  0.105
H: -0.451 -2.505 -1.071  0.101
H: 1.290 -2.201 -1.551  0.120
H: -3.270 -0.240 0.129  0.029
H: -2.625 -1.655 0.424  0.027
O: -3.327 -1.179 -0.046  -0.041

***

Repeat the first record exactly.
Here is a 5-piece molecular cluster, C10H20O20S5 overall at a distorted geometry from the OMol25 dataset. Energies are from ωB97M-V/def2-TZVPD.

The molar mass comes out at 620.6 g/mol. The total energy is -105814.7186 eV. As for the relative energy (zero: lowest compared OMol25 entry of this formula, charge and spin): 120.8 kJ/mol. As for the charge: 0.

Each line ends with the Löwdin charge.
CARTESIAN COORDINATES (ANGSTROEM)
O: 4.131 -2.773 4.382  -0.214
S: 4.300 -1.675 3.492  0.664
O: 5.372 -0.735 3.629  -0.218
O: 4.224 -2.209 1.952  -0.207
C: 2.852 -2.448 1.609  -0.154
C: 2.160 -1.194 2.207  -0.184
O: 2.901 -0.838 3.351  -0.192
H: 2.865 -2.521 0.528  0.108
H: 2.426 -3.350 2.049  0.132
H: 1.114 -1.395 2.428  0.121
H: 2.164 -0.485 1.376  0.120
O: 0.591 -2.177 -1.021  -0.246
S: -0.489 -1.243 -1.239  0.660
O: -0.612 -0.557 -2.483  -0.203
O: -1.906 -1.816 -0.668  -0.198
C: -2.594 -0.808 0.095  -0.136
C: -1.489 -0.111 0.844  -0.174
O: -0.401 -0.158 -0.051  -0.210
H: -3.071 -0.127 -0.611  0.122
H: -3.304 -1.412 0.653  0.146
H: -1.217 -0.491 1.834  0.121
H: -1.714 0.941 1.037  0.119
O: -5.833 0.144 -1.123  -0.221
S: -5.636 -0.218 -2.491  0.621
O: -5.280 -1.566 -2.786  -0.220
O: -6.867 0.271 -3.399  -0.179
C: -6.456 0.618 -4.693  -0.172
C: -4.944 0.989 -4.598  -0.136
O: -4.569 0.731 -3.242  -0.208
H: -6.569 -0.192 -5.415  0.129
H: -7.008 1.470 -5.084  0.130
H: -4.776 2.058 -4.700  0.129
H: -4.315 0.391 -5.253  0.131
O: 3.014 -1.359 -4.067  -0.221
S: 4.078 -0.423 -3.870  0.629
O: 4.460 0.536 -4.854  -0.208
O: 3.838 0.345 -2.503  -0.202
C: 3.977 -0.549 -1.398  -0.154
C: 5.104 -1.489 -1.869  -0.148
O: 5.309 -1.303 -3.285  -0.192
H: 4.176 0.105 -0.554  0.136
H: 3.005 -1.041 -1.301  0.101
H: 4.947 -2.548 -1.678  0.129
H: 6.019 -1.249 -1.328  0.128
O: -2.053 4.911 3.299  -0.207
S: -1.196 3.811 3.031  0.657
O: -1.040 3.346 1.690  -0.227
O: 0.259 4.022 3.757  -0.185
C: 0.674 2.963 4.591  -0.160
C: -0.472 1.944 4.547  -0.169
O: -1.624 2.588 4.005  -0.196
H: 1.620 2.568 4.222  0.131
H: 0.870 3.277 5.617  0.131
H: -0.728 1.361 5.434  0.134
H: -0.285 1.068 3.909  0.110

***

Question: Among the records above, which one has the lowest charge?
Answer: C10H20O20S5

***

Question: Which formula does entry 2 have?
Answer: C7H14O